[1]
This record from OMol25 describes an isolated ion of composition C6H11N2S and charge +1 at a distorted geometry. The level of theory is wB97M-V/def2-TZVPD.

```
! wB97M-V def2-TZVPD RIJCOSX def2/J DEFGRID3
* xyz 1 1
H 0.0106 1.6328 0.2471
C 1.2050 0.0939 0.6106
C 1.0505 -1.2698 0.6812
H -1.6904 1.6161 -1.8954
C -1.2950 -0.0908 -0.5418
H 0.1270 -3.0860 -0.0861
H 0.6534 0.9356 -1.2726
H -2.1716 -0.6109 1.6379
H -1.2062 0.1009 -2.7597
N 0.2022 0.7621 -0.2965
C 2.1413 0.8913 1.3953
C -1.7609 0.4453 -1.8789
S -2.3908 0.4337 0.7760
C 0.0349 -1.9672 -0.1190
H 2.9908 0.3099 1.6280
N -1.0149 -1.4628 -0.6133
H 1.5497 -1.9347 1.3852
H 2.5668 1.8523 0.8613
H -2.7014 0.0513 -2.1052
H 1.6992 1.2970 2.3458
*
```

Computed properties:
- SMILES string: CC1=CC=N[C@@](C)(S)[NH2+]1
- Kohn-Sham gap: 9.60 eV
- Total energy: -20207.4754 eV
- LUMO: -4.35 eV



[2]
This record from OMol25 describes C23H23NO6P2Pd as an isolated structure at a distorted geometry. The level of theory is wB97M-V/def2-TZVPD.

```
! wB97M-V def2-TZVPD RIJCOSX def2/J DEFGRID3
* xyz 0 1
C -3.8624 2.9958 0.7467
H 3.7086 1.4873 -5.5150
C -1.1323 3.2015 0.5267
C 0.8842 -2.8050 1.2771
H -3.6607 1.0690 -0.1706
O 0.0975 0.6035 0.2509
C 2.6169 0.6724 -2.3974
C -3.2213 4.1359 1.1917
H -0.8779 -3.0465 -1.1083
C -0.9303 0.9863 -0.5387
H 0.5269 1.9912 2.4893
H -3.1479 -3.7982 -1.3459
O 3.2592 -1.1866 1.4347
Pd 0.8483 -0.9786 -5.0603
C 2.6374 -1.2483 -3.8507
P 0.4636 -1.0527 0.6870
C -1.8463 4.2557 1.0658
H 0.0093 -3.1702 1.8163
O 2.5536 0.8767 0.9849
H -4.4609 -1.3502 1.6484
H 2.4033 -1.4305 3.5494
H -0.0616 3.3182 0.4268
H 2.4287 1.1252 -1.4351
C -0.0605 1.3344 3.1230
C 3.0726 1.4466 -3.4649
C -2.3876 -1.1822 1.2241
C 3.0890 -0.4709 -4.9342
C -2.9331 -3.0378 -0.6051
C 2.0053 -1.6233 -1.5069
C -1.6294 -2.5983 -0.4793
H 1.7117 -0.3229 4.7398
H 1.0161 -1.9031 4.5185
C -1.7769 2.0566 0.0886
O 2.6703 -2.5976 -1.2704
N -3.9773 -2.6185 0.1109
H -4.9383 2.9555 0.8367
C -3.1517 1.9484 0.1941
H 3.2723 -0.9234 -5.8977
H -1.3401 5.1512 1.3922
C -1.3181 -1.6246 0.4621
H 1.7331 -2.8989 1.9438
C 2.4249 -0.6782 -2.5850
C 3.3235 0.8937 -4.6983
C -3.6521 -1.7055 1.0199
H -2.2623 -0.4177 1.9774
C 2.5101 -0.3131 1.1148
H -1.1219 1.4961 2.9465
O -1.1362 0.6505 -1.6703
O 0.7849 -1.3758 -0.9613
H -3.7700 4.9507 1.6409
P 0.2567 -0.4194 2.8196
H 2.4952 -2.3145 -4.0015
C 1.4761 -1.0714 3.9846
H 0.9964 -3.4713 0.4299
H 0.1072 1.5312 4.1819
H 3.2745 2.5017 -3.3482
*
```

Computed properties:
- Kohn-Sham gap: 5.01 eV
- Total energy: -60053.1894 eV
- LUMO: -2.52 eV